[1]
The following is a DFT calculation (ωB97M-V with the def2-TZVPD basis set) of an isolated ion of composition C2H2ClN2O2 and charge -1 in a non-equilibrium geometry.

Each line ends with the Mulliken charge.
Positions of all 9 atoms, in Å:
H  -1.724979  -0.083710  -0.124165  0.23
N  -0.878367  -0.004753  0.447204  -0.54
N  0.014111  0.397315  -0.370590  0.00
C  1.418493  0.253558  0.160327  0.13
Cl  2.348714  1.610410  -0.367693  -0.24
C  2.229230  -1.176329  -0.142832  0.50
O  3.373070  -1.073085  0.321044  -0.67
O  1.543577  -2.014342  -0.639481  -0.63
H  1.662916  0.250087  1.296598  0.23

Forces on the atoms, in the same order (eV/Å):
H -0.28 0.45 0.05
N 2.22 0.31 -1.55
N 0.14 -1.49 2.24
C -0.41 -0.49 2.12
Cl 0.57 1.32 -0.86
C 0.70 2.77 1.17
O -0.12 -0.51 -0.36
O -1.17 -2.44 -1.25
H -1.66 0.09 -1.55

Values from the calculation:
- HOMO: -4.3 eV
- Relative energy (zero: lowest compared OMol25 entry of this formula, charge and spin): 26.1 kJ/mol
- SMILES: [H]/N=N/[C@H](Cl)C(=O)[O-]
- E: -21703.9103 eV
- E_LUMO: 3.86 eV
- Net charge: -1
- Gap between HOMO and LUMO: 8.18 eV

***

[2]
The following is a DFT calculation (ωB97M-V with the def2-TZVPD basis set) of a 2-piece molecular cluster, C2H2ClN3 overall in a non-equilibrium geometry.

Each line ends with the Mulliken charge.
Positions of all 8 atoms, in Å:
C  0.884104  0.457463  -1.243387  -0.17
C  -0.419357  -0.344798  0.452381  0.44
N  0.355901  -0.087599  1.339578  -0.50
N  1.822641  0.757835  -0.736537  0.06
N  -1.649104  -0.603164  0.142808  -0.42
Cl  3.294648  1.763840  -0.305495  0.08
H  -1.966225  -1.221089  -0.578519  0.25
H  -2.322609  -0.722489  0.929173  0.27

Forces on the atoms, in the same order (eV/Å):
C -6.34 -2.13 -4.23
C 3.48 0.63 6.70
N -2.36 -0.95 -3.43
N 10.65 5.10 3.52
N -4.10 -0.82 -0.38
Cl -3.30 -2.39 -0.79
H 0.71 0.06 -0.76
H 1.25 0.49 -0.63

Values from the calculation:
- HOMO (alpha / beta): -9.4 / -9.4 eV
- Relative energy (zero: lowest compared OMol25 entry of this formula, charge and spin): 485.7 kJ/mol
- E: -19093.6778 eV
- E_LUMO (alpha / beta): -1.53 / -1.53 eV
- Net charge: 0
- Gap between HOMO and LUMO (alpha / beta): 7.88 / 7.88 eV

***

[3]
The following is a DFT calculation (ωB97M-V with the def2-TZVPD basis set) of a 2-piece molecular cluster, C2H2ClN3S overall in a non-equilibrium geometry.

Each line ends with the Mulliken charge.
Positions of all 9 atoms, in Å:
S  0.825797  1.766354  -1.885184  -0.22
N  1.063777  1.200312  -0.507455  -0.15
C  1.262976  0.796578  0.588737  0.43
Cl  1.632979  0.160470  2.052647  -0.05
N  0.106039  -2.023848  0.909601  -0.45
C  -0.643244  -1.366587  0.347521  0.42
N  -1.313785  -0.518918  -0.389420  -0.45
H  -2.052720  0.133660  0.067110  0.27
H  -0.881820  -0.148020  -1.183556  0.20

Forces on the atoms, in the same order (eV/Å):
S -0.90 1.57 -4.19
N 1.63 -2.50 7.16
C -0.23 0.78 -2.15
Cl 0.07 0.63 -0.51
N 0.32 -1.32 0.68
C 0.30 0.45 -0.23
N -3.91 1.61 1.70
H 1.98 -1.84 -1.09
H 0.74 0.62 -1.37

Values from the calculation:
- HOMO: -8.8 eV
- Relative energy (zero: lowest compared OMol25 entry of this formula, charge and spin): 179.3 kJ/mol
- SMILES: [S-][N+]#CCl.N#CN
- E: -29931.0907 eV
- E_LUMO: 0.24 eV
- Net charge: 0
- Gap between HOMO and LUMO: 9.00 eV

***

[4]
The following is a DFT calculation (ωB97M-V with the def2-TZVPD basis set) of one molecule with the formula C2H2ClNO in a non-equilibrium geometry.

Each line ends with the Mulliken charge.
Positions of all 7 atoms, in Å:
C  0.282397  1.127798  0.002706  -0.24
C  -0.550201  0.062098  -0.037008  0.31
N  0.249536  -1.020957  -0.071199  -0.08
O  1.498729  -0.372307  -0.023351  -0.41
Cl  -2.248561  0.011205  0.033384  -0.15
H  0.605132  2.054212  -0.387362  0.34
H  0.162968  -1.862049  0.482832  0.25

Forces on the atoms, in the same order (eV/Å):
C 2.09 -3.77 0.34
C 0.37 0.06 0.29
N -0.08 0.12 -0.43
O -2.12 2.85 0.03
Cl -0.17 -0.01 -0.11
H 0.04 0.56 -0.33
H -0.14 0.19 0.20

Values from the calculation:
- HOMO: -9.1 eV
- Relative energy (zero: lowest compared OMol25 entry of this formula, charge and spin): 423.4 kJ/mol
- E: -18160.9857 eV
- E_LUMO: 0.04 eV
- Net charge: 0
- Gap between HOMO and LUMO: 9.17 eV

***

[5]
The following is a DFT calculation (ωB97M-V with the def2-TZVPD basis set) of a 2-piece molecular cluster, C2H2ClNO overall in a non-equilibrium geometry.

Each line ends with the Mulliken charge.
Positions of all 7 atoms, in Å:
N  -1.120910  1.182527  2.569776  -0.28
C  -1.230267  0.481408  1.643565  0.21
C  -1.375497  -0.548219  0.591554  0.20
O  -0.636549  -0.742103  -0.371764  -0.40
H  -2.286640  -1.133976  0.854688  0.27
Cl  2.910059  0.342311  -2.144347  -0.24
H  3.739804  0.418052  -3.143473  0.24

Forces on the atoms, in the same order (eV/Å):
N -0.33 -1.28 -1.79
C 0.99 1.33 1.33
C 0.68 -0.58 -1.43
O -1.79 0.69 2.55
H 0.46 -0.16 -0.67
Cl 0.41 0.03 -0.52
H -0.42 -0.03 0.52

Values from the calculation:
- HOMO: -11.7 eV
- Relative energy (zero: lowest compared OMol25 entry of this formula, charge and spin): 43.0 kJ/mol
- SMILES: N#CC=O.Cl
- E: -18164.9284 eV
- E_LUMO: -1.06 eV
- Net charge: 0
- Gap between HOMO and LUMO: 10.62 eV

***

[6]
The following is a DFT calculation (ωB97M-V with the def2-TZVPD basis set) of C2H2ClNO as an isolated structure in a non-equilibrium geometry.

Each line ends with the Mulliken spin population.
Positions of all 7 atoms, in Å:
C  0.734920  -0.294211  0.513984  0.46
C  -0.603213  -0.113031  0.098020  0.17
N  0.470184  0.028454  -0.847487  0.49
O  1.561536  -0.629655  1.254523  0.65
Cl  -1.347129  1.403366  0.779553  0.08
H  -1.447419  -1.159297  -0.307479  0.13
H  0.631122  0.764375  -1.491115  0.02

Forces on the atoms, in the same order (eV/Å):
C -3.75 2.16 -2.42
C -1.66 -1.49 -1.39
N -1.26 -2.91 -1.57
O 4.88 -2.35 3.97
Cl -0.75 -0.57 -0.54
H 2.11 3.11 1.57
H 0.43 2.05 0.38

Values from the calculation:
- HOMO (alpha / beta): -5.8 / -10.9 eV
- Relative energy (zero: lowest compared OMol25 entry of this formula, charge and spin): 262.6 kJ/mol
- Multiplicity: 3
- E: -18159.0025 eV
- E_LUMO (alpha / beta): 0.60 / -3.38 eV
- Net charge: 0
- Gap between HOMO and LUMO (alpha / beta): 6.40 / 7.55 eV

***

[7]
The following is a DFT calculation (ωB97M-V with the def2-TZVPD basis set) of C2H2ClNO2 as an isolated structure in a non-equilibrium geometry.

Each line ends with the Mulliken charge.
Positions of all 8 atoms, in Å:
C  0.384229  0.488131  -0.384878  0.00
C  -0.323991  -0.617343  0.327272  0.12
N  0.783563  -2.021841  -0.312586  0.12
O  1.473696  0.941935  -0.111560  -0.45
O  1.891075  -1.905723  0.058427  -0.17
Cl  -1.850719  -0.919337  -0.145838  -0.15
H  -0.418074  0.928595  -1.161394  0.20
H  -0.145807  -0.729334  1.441527  0.33

Forces on the atoms, in the same order (eV/Å):
C -1.69 1.67 0.02
C 4.69 -0.93 1.68
N 1.32 0.94 1.27
O -1.14 -0.75 -0.57
O -2.41 -0.14 -0.75
Cl -2.77 -0.60 -0.89
H 2.03 -0.46 0.71
H -0.03 0.27 -1.47

Values from the calculation:
- HOMO (alpha / beta): -9.1 / -9.1 eV
- Relative energy (zero: lowest compared OMol25 entry of this formula, charge and spin): 362.2 kJ/mol
- E: -20209.8584 eV
- E_LUMO (alpha / beta): -0.98 / -0.98 eV
- Net charge: 0
- Gap between HOMO and LUMO (alpha / beta): 8.08 / 8.08 eV

***

[8]
The following is a DFT calculation (ωB97M-V with the def2-TZVPD basis set) of one molecule with the formula C2H2ClNS in a non-equilibrium geometry.

Each line ends with the Mulliken charge.
Positions of all 7 atoms, in Å:
C  -0.045625  0.490613  -0.035943  0.07
C  -1.249639  0.053127  -0.287537  -0.19
N  1.007929  -0.393642  -0.085880  -0.24
S  0.830706  -2.070618  0.047319  -0.16
Cl  -2.704977  0.683254  0.054743  -0.11
H  0.191410  1.435880  0.274491  0.37
H  1.970196  -0.198617  0.032806  0.27

Forces on the atoms, in the same order (eV/Å):
C 0.43 -2.12 -0.32
C -0.04 -0.32 -0.24
N 0.15 -2.96 0.13
S -0.23 1.14 -0.24
Cl -1.30 0.47 0.09
H 0.38 2.52 0.62
H 0.60 1.27 -0.05

Values from the calculation:
- HOMO (alpha / beta): -8.2 / -8.7 eV
- Relative energy (zero: lowest compared OMol25 entry of this formula, charge and spin): 283.0 kJ/mol
- E: -26949.9182 eV
- E_LUMO (alpha / beta): -0.98 / -1.40 eV
- Net charge: 0
- Gap between HOMO and LUMO (alpha / beta): 7.20 / 7.30 eV

***

[9]
The following is a DFT calculation (ωB97M-V with the def2-TZVPD basis set) of a 2-piece molecular cluster, C2H2ClO2 overall in a non-equilibrium geometry.

Each line ends with the Mulliken charge.
Positions of all 7 atoms, in Å:
C  -1.587286  0.765256  0.210292  0.03
C  1.921738  -0.820830  -0.283064  0.73
O  3.051617  -0.737145  -0.181751  -0.24
O  0.791966  -1.010218  -0.332290  -0.45
Cl  -1.034984  0.218561  -1.158456  0.32
H  -1.038342  1.521337  0.839858  0.31
H  -2.104707  0.063040  0.905409  0.30

Forces on the atoms, in the same order (eV/Å):
C 1.69 -1.18 2.79
C 1.99 -0.66 0.41
O 1.15 0.54 -0.08
O -1.98 -0.58 0.00
Cl -1.37 1.13 -0.47
H -0.79 0.23 -1.50
H -0.67 0.53 -1.15

Values from the calculation:
- HOMO (alpha / beta): -17.3 / -17.3 eV
- Relative energy (zero: lowest compared OMol25 entry of this formula, charge and spin): 53.1 kJ/mol
- E: -18713.4774 eV
- E_LUMO (alpha / beta): -8.31 / -8.31 eV
- Net charge: +1
- Gap between HOMO and LUMO (alpha / beta): 9.00 / 9.00 eV

***

[10]
The following is a DFT calculation (ωB97M-V with the def2-TZVPD basis set) of a 2-piece molecular cluster, C2H2ClO3 overall in a non-equilibrium geometry.

Each line ends with the Mulliken charge.
Positions of all 8 atoms, in Å:
C  2.074239  0.302917  -0.301720  0.71
C  -1.595465  -0.587244  -0.097760  -0.37
O  1.674340  0.686990  -1.294481  -0.35
O  2.372634  -0.049570  0.743951  -0.38
O  -0.410442  -0.370253  0.730178  -0.41
Cl  -2.436563  1.223827  -0.351513  -0.45
H  -0.967008  -0.860081  -1.147911  0.00
H  -0.711736  -0.346589  1.719259  0.25

Forces on the atoms, in the same order (eV/Å):
C -1.14 -0.07 0.96
C 1.95 -1.53 -0.99
O -0.23 0.75 -2.49
O 1.44 -0.69 1.63
O -1.33 0.27 2.18
Cl 0.40 0.04 -0.31
H -1.68 1.31 1.95
H 0.58 -0.08 -2.93

Values from the calculation:
- HOMO: -2.1 eV
- Relative energy (zero: lowest compared OMol25 entry of this formula, charge and spin): 279.8 kJ/mol
- E: -20770.5995 eV
- E_LUMO: 3.38 eV
- Net charge: -1
- Gap between HOMO and LUMO: 5.45 eV